Record 1
Computed, not measured: 8 unconnected molecules or ions with the total composition C17H34NO30S7 at a distorted geometry, with ωB97M-V/def2-TZVPD.

Each line ends with the Mulliken charge.
Element x y z (Å)
N: 2.56116 1.25644 -1.46206  -0.6018
C: 1.61902 0.50885 -0.70329  -0.8238
C: 1.17131 -0.83574 -1.33014  1.0833
C: 2.28632 -1.65578 -1.85920  0.1765
O: 3.36512 -1.80693 -1.33750  -0.5210
O: 2.01591 -2.35751 -3.05458  -0.4502
H: 2.33036 1.21118 -2.45704  0.0008
H: 2.05219 0.28370 0.27773  0.1312
H: 0.71191 1.10471 -0.48794  0.1636
H: 0.47766 -0.65215 -2.14723  -0.2200
H: 0.64422 -1.40823 -0.56038  0.0342
H: 1.98892 -1.72531 -3.77833  0.3293
C: -0.54375 2.08627 3.15506  -0.2778
C: -0.02394 0.89236 3.93300  -0.2939
O: -0.89454 -0.19128 3.55365  -0.3383
S: -1.34339 0.00555 2.03201  0.8807
O: -0.52295 -0.78475 1.19754  -0.4949
O: -2.76304 -0.08796 1.96308  -0.4946
O: -0.90907 1.52471 1.88192  -0.3061
H: -1.43162 2.51487 3.60931  0.2604
H: 0.20572 2.86105 3.02018  0.3659
H: -0.05924 1.03998 5.00227  0.2753
H: 0.99334 0.63322 3.63084  0.2934
C: -6.36261 -0.82993 2.52481  -0.2410
C: -5.71637 -0.49560 1.20191  -0.0990
O: -6.78509 -0.62507 0.24300  -0.2637
S: -8.16889 -0.20191 0.92270  1.0713
O: -8.46370 1.14381 0.58981  -0.5510
O: -9.10871 -1.24086 0.70760  -0.5483
O: -7.67312 -0.24350 2.44499  -0.3350
H: -6.47574 -1.90786 2.65454  0.3223
H: -5.81629 -0.41827 3.36770  0.3079
H: -4.90028 -1.16634 0.95541  0.1431
H: -5.35698 0.53342 1.18081  0.2163
C: 5.96463 -1.98577 -3.76724  -0.2809
C: 5.46924 -3.36914 -4.10790  -0.0980
O: 6.22537 -3.73575 -5.28142  -0.3478
S: 7.68101 -3.07902 -5.20500  1.0939
O: 8.60058 -4.04185 -4.71171  -0.5548
O: 7.92231 -2.38929 -6.42096  -0.5491
O: 7.38118 -2.02887 -4.04344  -0.3269
H: 5.51394 -1.22806 -4.40922  0.2953
H: 5.78695 -1.72864 -2.72698  0.2781
H: 4.40491 -3.39140 -4.31810  0.1852
H: 5.69777 -4.08236 -3.31425  0.2816
C: -0.58609 3.91239 8.98805  -0.3312
C: 0.87197 3.55579 8.79032  -0.3331
O: 0.95126 3.14479 7.41981  -0.3044
S: -0.09822 3.98126 6.54509  1.1334
O: 0.56554 5.06363 5.92503  -0.5832
O: -0.87905 3.05940 5.80004  -0.4838
O: -0.97011 4.54986 7.76333  -0.3195
H: -1.20125 3.02016 9.12017  0.2720
H: -0.74180 4.58789 9.82420  0.3092
H: 1.20004 2.75181 9.44221  0.3133
H: 1.51966 4.42408 8.92689  0.3007
C: -4.12088 -1.82973 -3.16594  -0.2658
C: -3.34037 -1.23470 -2.01526  -0.1214
O: -2.09382 -0.85351 -2.59945  -0.1591
S: -2.31851 -0.39463 -4.11294  1.0927
O: -2.41056 1.01682 -4.15770  -0.5620
O: -1.42640 -1.12148 -4.94073  -0.5587
O: -3.79827 -0.99929 -4.29035  -0.3630
H: -3.79239 -2.84765 -3.38745  0.2172
H: -5.19269 -1.82553 -2.98717  0.3356
H: -3.16778 -1.94573 -1.21128  0.1427
H: -3.84082 -0.34760 -1.61926  0.2465
C: 3.26298 5.13141 -3.33087  -0.3475
C: 3.70626 6.41797 -2.66865  -0.3596
O: 3.17050 6.33700 -1.34991  -0.3164
S: 3.14605 4.78630 -0.86993  1.0846
O: 4.29877 4.55685 -0.07820  -0.5959
O: 1.84057 4.51515 -0.40315  -0.4842
O: 3.37178 4.14146 -2.31471  -0.2267
H: 2.21899 5.18581 -3.65052  0.2928
H: 3.88820 4.86247 -4.17855  0.2866
H: 3.32984 7.30450 -3.17326  0.3018
H: 4.79606 6.47310 -2.59759  0.2768
C: -0.79720 -4.55482 -1.98856  0.0457
C: -0.15846 -5.78936 -1.39364  -0.4309
O: -0.67040 -5.84622 -0.05148  -0.3307
S: -2.16044 -5.26623 -0.01593  1.0162
O: -3.08296 -6.34286 -0.07219  -0.5808
O: -2.23485 -4.27858 0.99581  -0.4623
O: -2.13613 -4.55757 -1.44943  -0.2381
H: -0.29498 -3.64218 -1.66207  -0.0783
H: -0.82879 -4.57887 -3.07370  0.3509
H: 0.92556 -5.73253 -1.38071  0.3303
H: -0.47252 -6.69583 -1.91629  0.3161

Its total charge is -1. The value obtained for the frontier orbital gap is 3.1 eV. As for the LUMO energy: 1.352 eV. The largest force on an atom comes out at 1.8 eV/Å. As for the total energy: -156935.1906 eV. Its HOMO energy is -1.791 eV.

Record 2
Computed, not measured: 11 unconnected molecules or ions with the total composition C17H56O11 at a distorted geometry, with ωB97M-V/def2-TZVPD.

Each line ends with the Mulliken charge.
Element x y z (Å)
C: 3.03861 -5.45088 -4.42452  -0.5155
O: 1.78035 -5.60730 -3.86500  -0.4848
H: 2.76070 -4.99386 -5.37425  0.2452
H: 3.75441 -4.80739 -3.91304  0.2316
H: 3.49214 -6.41377 -4.65959  0.2199
H: 1.60650 -4.80603 -3.36566  0.3043
C: 3.06874 5.93666 0.35655  -0.5068
O: 3.06789 7.33825 0.82157  -0.5025
H: 4.08505 5.60132 0.14973  0.2279
H: 2.61277 5.23856 1.05858  0.2416
H: 2.50082 5.87680 -0.57189  0.2385
H: 2.24356 7.43188 1.30459  0.3005
C: -4.45615 -8.89418 -1.27224  -0.5534
O: -3.86007 -10.00932 -1.86890  -0.4764
H: -4.36771 -8.97573 -0.18890  0.2533
H: -4.17314 -7.87323 -1.52853  0.2504
H: -5.52524 -9.02024 -1.44327  0.2221
H: -2.99225 -10.02303 -1.45861  0.3040
C: 0.63134 -7.11191 4.75548  -0.6039
O: 1.67387 -6.10789 4.87887  -0.4776
H: -0.05095 -6.96924 3.91750  0.2482
H: 1.02040 -8.10718 4.54054  0.2698
H: -0.14428 -7.16494 5.51947  0.2627
H: 2.02561 -6.00185 3.99195  0.3010
C: -8.25145 -1.50884 -3.35629  -0.5553
O: -7.71707 -0.77999 -2.27591  -0.4846
H: -8.76585 -0.86565 -4.07029  0.2372
H: -7.49997 -2.01082 -3.96571  0.2547
H: -8.92527 -2.31765 -3.07362  0.2350
H: -7.49837 0.06326 -2.67928  0.3129
C: 4.94810 0.87115 -4.18108  -1.0349
C: 3.52701 0.98370 -3.64258  -0.1039
O: 3.30986 0.10048 -2.58172  -0.5139
H: 5.76398 0.81781 -3.46026  0.3017
H: 5.13508 1.75993 -4.78375  0.3190
H: 4.99569 -0.05165 -4.75923  0.2686
H: 2.71293 0.68199 -4.30164  0.2846
H: 3.48179 2.04081 -3.38075  0.1701
H: 2.35683 0.00613 -2.51529  0.3081
C: -1.29094 -0.36562 1.25962  -0.8840
C: -1.50436 -1.62574 0.35949  -0.2000
O: -1.61474 -1.12903 -1.02199  -0.5489
H: -0.33938 0.16440 1.30096  0.2630
H: -1.53205 -0.74176 2.25385  0.2929
H: -2.02145 0.41040 1.03106  0.2786
H: -2.45144 -2.11764 0.58118  0.2469
H: -0.65775 -2.30990 0.41671  0.2571
H: -2.37375 -0.55922 -1.16625  0.2943
C: -5.39302 4.58262 -6.50386  -0.9299
C: -4.98898 4.75749 -5.11114  -0.2079
O: -6.00224 4.20652 -4.26224  -0.5208
H: -4.60064 4.73907 -7.23581  0.3216
H: -6.28239 5.20562 -6.59870  0.2531
H: -5.75995 3.56166 -6.60913  0.2735
H: -4.81232 5.79508 -4.82780  0.2682
H: -4.06152 4.18917 -5.04079  0.2358
H: -6.52452 4.95441 -3.96310  0.3065
C: 2.01291 1.35630 7.37648  -0.8930
C: 3.10504 1.31042 8.50149  -0.2547
O: 4.09562 2.24086 8.19485  -0.5383
H: 2.04786 0.50464 6.69711  0.2441
H: 1.84993 2.21373 6.72352  0.3354
H: 1.09288 1.13282 7.91656  0.2816
H: 3.50683 0.30599 8.63492  0.2823
H: 2.78927 1.61271 9.49999  0.2414
H: 3.71773 3.12282 8.16437  0.3012
C: 7.73823 -2.89850 1.07248  -0.9771
C: 6.32447 -2.94464 1.78511  -0.2454
O: 5.27074 -3.50876 1.06668  -0.5218
H: 8.10317 -3.82433 0.62779  0.3049
H: 8.59524 -2.50395 1.61835  0.3224
H: 7.70592 -2.28516 0.17199  0.2534
H: 5.99582 -1.90601 1.82184  0.2426
H: 6.31734 -3.31638 2.80974  0.3133
H: 5.10010 -2.94881 0.30581  0.3074
C: -3.18128 8.32734 1.41405  -0.8315
C: -2.61468 7.10098 2.12052  -0.3041
O: -1.42615 7.60513 2.72613  -0.4992
H: -4.12890 8.07741 0.93690  0.3215
H: -2.55059 8.58502 0.56321  0.2402
H: -3.35378 9.14013 2.11955  0.2814
H: -2.29897 6.27229 1.48673  0.2368
H: -3.24175 6.65409 2.89199  0.2650
H: -1.72786 7.98020 3.55674  0.2908

The value obtained for the frontier orbital gap is 10.2 eV. As for the LUMO energy: 0.122 eV. As for the SMILES: CCO.CCO.CCO.CCO.CCO.CCO.CO.CO.CO.CO.CO. The largest force on an atom comes out at 3.2 eV/Å. As for the total energy: -41052.0811 eV. Its energy above the lowest of the compared OMol25 structures with the same formula, charge and spin is 123.6 kcal per mole. Its HOMO energy is -10.082 eV.

Record 3
Computed, not measured: 13 unconnected molecules or ions with the total composition H25O13 at a distorted geometry, with ωB97M-V/def2-TZVPD.

Each line ends with the Mulliken charge.
Element x y z (Å)
O: 1.50167 -0.76448 3.63358  -0.7254
H: 1.54547 -0.96180 -1.92608  0.4860
H: -0.39574 2.59874 3.12351  0.2905
O: 1.36035 -3.12899 0.73999  -0.7186
H: 0.50259 -2.63831 0.79887  0.2836
H: -0.72393 -1.95462 -1.13718  0.0946
O: -0.77064 1.69319 3.22653  -0.5690
H: -0.23513 1.01810 3.10976  0.3094
O: 1.56512 2.18653 -0.68785  -0.6170
H: 1.67543 1.36059 -0.18131  0.3680
H: 0.65007 2.57606 -0.51446  0.2262
O: -2.88722 -0.10149 2.24883  -0.6453
H: 1.43427 -0.93271 2.70128  0.4616
H: -3.48384 -0.68393 2.81186  0.3051
O: 3.18689 1.48891 -2.77785  -0.6812
H: 2.66343 0.72305 -2.74207  0.3511
H: 2.98201 2.07577 -1.95930  0.3440
O: 0.07298 -1.48415 -0.90306  -0.8068
H: -1.45017 -0.09782 -1.51787  0.2862
H: -3.86934 0.51803 -0.52268  0.3144
O: 2.49648 -0.76250 -1.66077  -0.7311
H: -2.07312 -0.42369 2.69178  0.2638
H: -2.49638 3.08847 0.35803  0.3221
O: -4.09094 -0.27782 -0.06275  -0.6259
H: 1.59950 -2.99044 -0.08381  0.3622
H: 2.16306 -1.46170 1.34393  0.4686
O: 0.25966 -1.87135 -3.31748  -0.6578
H: 0.24122 -2.70307 -3.48699  0.2048
H: 0.24367 -1.65976 -2.35949  0.5287
O: -2.13936 3.66249 -0.36109  -0.6307
H: -1.33471 3.14823 -0.60559  0.3180
H: -3.67215 -0.05645 0.74089  0.3738
O: 1.88929 -0.69514 1.14047  -0.8378
H: -1.56912 0.41838 -3.03381  0.2588
H: 2.23859 -0.24470 -0.88777  0.0888
O: -2.00621 0.02946 -2.33943  -0.5968
H: 0.99889 -0.91810 0.60364  0.2360
H: 1.92739 0.22700 3.79576  0.2970

Its total charge is -1. The value obtained for the frontier orbital gap is 8.8 eV. As for the LUMO energy: 2.239 eV. The largest force on an atom comes out at 11.8 eV/Å. As for the total energy: -27021.7700 eV. Its energy above the lowest of the compared OMol25 structures with the same formula, charge and spin is 129.3 kcal per mole. Its HOMO energy is -6.543 eV.

Record 4
Computed, not measured: a molecular structure, CH3NO3S at a distorted geometry, with ωB97M-V/def2-TZVPD.

Each line ends with the Mulliken charge.
Element x y z (Å)
C: 1.45813 0.06598 -0.11024  0.2330
N: -0.90525 0.11035 1.23003  -0.5312
O: 1.44904 -0.85024 0.69924  -0.4725
O: -1.97927 0.08041 -1.20398  -0.5406
O: 0.53767 0.42158 -0.96360  -0.2817
S: -0.92966 -0.21959 -0.26859  0.7552
H: 2.30539 0.80557 -0.26343  0.3501
H: -1.35510 1.04910 1.30232  0.2696
H: -0.58096 -1.46316 -0.42176  0.2179

The value obtained for the frontier orbital gap is 11.2 eV. As for the LUMO energy: 0.614 eV. The largest force on an atom comes out at 4.3 eV/Å. As for the total energy: -19550.5901 eV. Its energy above the lowest of the compared OMol25 structures with the same formula, charge and spin is 62.8 kcal per mole. Its HOMO energy is -10.625 eV.